Record 1
Computed, not measured: C31H35FN7O7RbSeSi as an isolated structure at a distorted geometry, with ωB97M-V/def2-TZVPD.

```
84
C31H35FN7O7RbSeSi (ωB97M-V/def2-TZVPD)
Rb 1.10916 0.16634 -0.19752
C -4.44571 -0.05662 0.36057
N -3.55054 0.14030 -0.76038
C -3.69752 -0.83580 -1.83451
C -2.39366 0.81065 -0.66695
O -1.60891 0.94309 -1.63223
C -2.09167 1.44023 0.68399
O -0.82282 2.07066 0.62004
C -0.37323 2.45679 1.92246
C 1.07222 2.90916 1.81233
O 1.64650 3.00200 0.70329
N 1.67672 3.23703 2.96809
C 3.12362 3.39907 2.96323
C 1.09874 2.93437 4.26711
H -5.40250 -0.40291 -0.03678
H -4.59055 0.88668 0.90481
H -4.04294 -0.82660 1.04205
H -4.67570 -0.69433 -2.32494
H -3.65686 -1.85781 -1.43195
H -2.89743 -0.65989 -2.55346
H -2.09668 0.65733 1.47851
H -2.89023 2.16803 0.94860
H -0.43588 1.60887 2.62572
H -0.98367 3.29671 2.32953
H 3.42436 3.65003 1.94403
H 3.60390 2.45473 3.28694
H 3.40129 4.19381 3.67801
H 0.15410 3.48910 4.39187
H 1.81311 3.25011 5.04134
H 0.91366 1.84904 4.37805
Se 5.77606 4.04520 -7.07230
N 5.99517 2.48282 -6.17356
C 4.94625 2.33305 -5.37990
C 4.76946 1.21229 -4.49917
C 5.70778 0.18524 -4.42242
C 5.48147 -0.86156 -3.54338
C 4.31550 -0.85086 -2.77480
N 3.39740 0.11654 -2.83727
C 3.61301 1.13713 -3.68151
C 2.61668 2.18821 -3.72890
N 1.54431 2.06678 -2.93326
C 0.61090 3.01852 -2.96543
C 0.69525 4.14340 -3.79122
C 1.79928 4.28294 -4.61972
C 2.77679 3.29993 -4.59502
C 3.95145 3.38110 -5.42726
N 4.19254 4.37792 -6.26185
H 6.59932 0.23814 -5.04422
H 6.19022 -1.68102 -3.44013
H 4.10100 -1.64939 -2.06680
H -0.23494 2.85007 -2.29849
H -0.08804 4.89608 -3.75839
H 1.92816 5.13268 -5.28964
C -2.34086 -3.75277 4.09790
Si -3.16487 -2.51113 2.91260
C -2.78104 -0.79973 3.64313
C -5.07015 -2.73509 3.09955
N -2.62290 -2.49381 1.30470
C -2.33395 -3.52212 0.54870
C -2.82811 -4.85928 0.70221
C -2.48610 -5.89434 -0.14143
C -1.61855 -5.68652 -1.20928
C -1.11130 -4.39610 -1.43085
C -1.46660 -3.37452 -0.59861
F -0.95494 -2.13418 -0.83664
H -2.65199 -3.57053 5.14212
H -1.23674 -3.63778 4.05287
H -2.57864 -4.79796 3.84691
H -2.92105 -0.81573 4.73876
H -3.42077 -0.00214 3.23882
H -1.71959 -0.53909 3.46184
H -5.40388 -2.37604 4.08991
H -5.35019 -3.80138 3.00602
H -5.61607 -2.19404 2.30727
H -3.51310 -5.03653 1.53462
H -2.89666 -6.88948 0.02591
H -1.33661 -6.49709 -1.86507
H -0.43250 -4.20303 -2.26004
O 2.85320 -2.60008 3.04886
C 2.71440 -1.63972 2.29846
O 2.81914 -1.37876 1.08150
C 2.23632 -0.21357 3.13964
O 3.17024 0.35361 3.69783
O 0.99793 -0.02645 3.01455
```

Its orbital gap is 0.083 Ha. As for the multiplicity: 1. The total charge is -2. The calculation puts the highest occupied orbital energy at 0.2 eV. For the LUMO energy, the calculation gives 2.407 eV.

=====

Record 2
Computed, not measured: C9H15IN2O2 as an isolated structure at a distorted geometry, with ωB97M-V/def2-TZVPD.

```
29
C9H15IN2O2 (ωB97M-V/def2-TZVPD)
C -1.68092 0.09116 -0.36152
C -2.86018 0.52755 0.08099
C -1.13419 -1.23307 -0.79189
C -2.72849 2.02982 0.35262
C 0.64298 0.12733 0.31212
C 0.42795 -1.25673 -0.32134
C 1.34256 -1.43932 -1.51802
C 2.03914 1.97626 0.21605
C 1.65257 -2.27115 1.33655
N -1.26853 2.15363 0.38639
N -0.80202 1.11475 -0.39190
O 1.73628 0.73464 -0.18566
O 0.47975 -2.29435 0.60520
I -4.72208 -0.29648 0.05336
H -1.73895 -1.98363 -0.30075
H -1.23892 -1.45848 -1.76482
H -3.26601 2.44915 -0.48422
H -3.18743 2.36691 1.21780
H 0.42449 0.30470 1.43927
H 1.68549 -0.54703 -1.97277
H 0.77118 -1.96425 -2.43281
H 2.01768 -2.25812 -1.23069
H 1.22495 2.70557 -0.24498
H 3.07956 2.20336 -0.17534
H 1.74521 2.08957 1.28464
H 1.62354 -1.84175 2.39918
H 2.49975 -1.71109 0.81697
H 2.07394 -3.27105 1.64916
H -0.83931 2.95210 0.02642
```

Its orbital gap (alpha / beta) is 0.169 / 0.288 Ha. As for the multiplicity: 3. The total charge is 0. The calculation puts the highest occupied orbital energy (alpha / beta) at -4.0 / -9.0 eV. For the LUMO energy (alpha / beta), the calculation gives 0.573 / -1.206 eV.

=====

Record 3
Computed, not measured: C2H7EuO3 as an isolated structure at a distorted geometry, with ωB97M-V/def2-TZVPD.

```
13
C2H7EuO3 (ωB97M-V/def2-TZVPD)
O 1.68159 -0.49073 -0.19109
H 1.47778 -0.89282 -1.03935
C -1.25252 0.11753 -1.02449
O -0.62817 1.08738 -0.21639
C 0.74746 0.92525 -0.04345
H -1.13281 -0.90436 -0.62896
H -2.33305 0.29053 -0.96148
H -0.82444 0.13913 -2.04130
H 1.08096 1.66293 0.69965
H 1.17520 1.40221 -0.94871
Eu -1.24852 -1.67467 3.21619
O 0.24165 -0.61482 1.94914
H 1.01488 -1.04755 1.23025
```

Its orbital gap (alpha / beta) is 0.263 / 0.269 Ha. As for the multiplicity: 8. The total charge is +1. The calculation puts the highest occupied orbital energy (alpha / beta) at -12.6 / -12.6 eV. For the LUMO energy (alpha / beta), the calculation gives -5.399 / -5.246 eV.

=====

Record 4
Computed, not measured: C34H37FeN8O7PS as an isolated structure at a distorted geometry, with ωB97M-V/def2-TZVPD.

```
89
C34H37FeN8O7PS (ωB97M-V/def2-TZVPD)
Fe 1.14984 -0.85656 1.34769
O 0.97673 1.06230 4.85549
C 0.99198 0.81889 3.65430
N 1.63288 -0.19000 3.02540
C 2.47459 -1.01445 3.84476
C 2.30575 -2.44150 3.39355
C 3.32245 -3.37582 3.58077
C 3.19622 -4.62125 2.94581
C 1.93326 -4.98162 2.41943
C 0.95643 -4.01411 2.32940
N 1.15174 -2.69993 2.71516
C 0.16028 1.53188 2.56992
C -1.03762 2.19130 2.90543
C -1.91611 2.56336 1.87849
C -1.44927 2.38061 0.57040
C -0.24939 1.80000 0.31700
N 0.42058 1.14835 1.29591
H 2.21837 -0.81288 4.91428
H 3.54702 -0.66405 3.65562
H 4.22892 -3.12628 4.18402
H 4.02244 -5.31951 2.81629
H 1.73671 -6.05714 2.16667
H -0.02557 -4.25511 1.99976
H -1.30501 2.33530 3.93505
H -2.92165 3.00994 2.07708
H -2.12863 2.69803 -0.24221
H 0.13712 1.74050 -0.69030
O 4.27808 0.47059 1.60545
S 4.35722 0.05851 0.23755
O 5.35618 -0.83755 -0.20884
N 2.82856 -0.70418 0.06985
C 2.46819 -0.97445 -1.19531
C 3.33727 -1.16681 -2.32316
C 2.74120 -1.37925 -3.62108
C 1.39512 -1.54198 -3.78345
C 0.56060 -1.72145 -2.61528
C -0.77959 -2.13933 -2.68393
C -1.46759 -2.43369 -1.50556
C -0.95822 -2.02787 -0.27616
N 0.26608 -1.44737 -0.21706
C 1.06284 -1.30795 -1.33771
C 4.28996 1.52729 -0.77364
C 3.47488 2.57701 -0.25609
C 3.43434 3.77279 -0.92652
C 4.30939 3.98570 -2.00134
C 5.02855 2.93378 -2.55642
C 4.98024 1.65769 -1.98787
H 4.42186 -1.16254 -2.14803
H 3.37874 -1.37964 -4.48746
H 1.00064 -1.72370 -4.78237
H -1.22403 -2.42322 -3.65647
H -2.44250 -2.85611 -1.61699
H -1.53818 -2.22823 0.66610
H 2.89361 2.36331 0.61808
H 2.71921 4.53015 -0.61150
H 4.34266 4.97452 -2.44321
H 5.50279 3.01894 -3.51772
H 5.50035 0.79239 -2.44211
C -1.28285 4.54419 -2.62271
O -2.24068 3.73479 -3.35588
P -1.51322 2.33079 -3.89292
O -0.31951 3.11395 -4.80010
C 0.35110 2.23697 -5.69941
O -2.48684 1.98771 -5.15747
C -3.87311 1.61737 -4.82980
H -1.92097 5.26796 -2.12038
H -0.54438 5.02462 -3.28614
H -0.68456 3.97816 -1.90245
H 0.90390 1.44605 -5.11356
H 1.11478 2.84400 -6.21445
H -0.37340 1.77863 -6.37601
H -4.54721 2.42637 -5.14088
H -3.97101 1.33297 -3.77666
H -4.04515 0.76058 -5.45012
C -6.01026 -0.56135 4.35308
N -5.15838 -1.61179 3.77873
C -4.31985 -2.52494 4.61637
C -3.76107 -3.39920 3.44222
O -3.00471 -4.36547 3.59721
N -4.19379 -2.91716 2.24339
C -5.00177 -1.90651 2.43238
N -5.71146 -1.32469 1.45128
H -6.25634 -0.85667 5.37231
H -6.95598 -0.41169 3.79441
H -5.47732 0.41927 4.40000
H -4.91818 -3.06897 5.32471
H -3.45880 -2.10524 5.10406
H -5.31844 -1.49158 0.53779
H -6.06910 -0.35671 1.60409
```

Its orbital gap (alpha / beta) is 0.264 / 0.224 Ha. As for the multiplicity: 6. The total charge is +1. The calculation puts the highest occupied orbital energy (alpha / beta) at -10.6 / -10.5 eV. For the LUMO energy (alpha / beta), the calculation gives -3.403 / -4.441 eV.